Computed, not measured: 9 unconnected molecules or ions with the total composition C13H42N2O9, with wB97M-V/def2-TZVPD.

Output
Total charge ... 0
Structure (SMILES) ... CNC(C)=O.CNC(C)=O.CO.CO.CO.CO.CO.CO.CO
Energy above the lowest of the compared OMol25 structures with the same formula, charge and spin ... 0.00 kcal/mol
Electronic energy ... -35567.557 eV
Kohn-Sham gap ... 9.65 eV
HOMO level ... -9.5 eV

Cartesian coordinates (Å):
1 C -0.29 -2.28 3.50
2 O 1.01 -2.80 3.74
3 H -0.40 -1.95 2.47
4 H -1.04 -3.06 3.74
5 H -0.44 -1.40 4.15
6 H 1.30 -3.33 3.02
7 C -3.62 -1.39 2.34
8 O -3.42 -2.50 1.53
9 H -4.00 -0.57 1.77
10 H -4.36 -1.66 3.08
11 H -2.72 -1.02 2.85
12 H -2.64 -2.43 0.96
13 C 5.00 0.81 0.93
14 O 5.08 1.60 -0.27
15 H 3.99 0.43 1.00
16 H 5.66 -0.05 0.81
17 H 5.23 1.40 1.82
18 H 5.34 1.10 -1.05
19 C 2.86 2.07 -2.60
20 O 2.80 3.00 -1.60
21 H 3.77 2.14 -3.21
22 H 2.74 1.06 -2.24
23 H 1.97 2.30 -3.22
24 H 3.44 2.88 -0.88
25 C -0.73 2.58 3.13
26 O -0.59 1.18 3.18
27 H -1.02 2.77 2.10
28 H -1.50 2.85 3.83
29 H 0.23 3.10 3.35
30 H -0.60 0.78 2.29
31 C 1.06 -0.36 0.48
32 O -0.29 0.05 0.54
33 H 1.67 0.56 0.46
34 H 1.39 -0.95 1.34
35 H 1.26 -0.96 -0.43
36 H -0.81 -0.66 0.14
37 C 2.75 0.10 3.72
38 O 4.09 -0.36 3.69
39 H 2.78 0.98 3.05
40 H 2.10 -0.71 3.45
41 H 2.47 0.51 4.71
42 H 4.19 -1.22 4.07
43 C -0.43 -3.41 -2.31
44 C -1.67 -2.98 -1.55
45 O -1.58 -2.33 -0.53
46 N -2.82 -3.24 -2.14
47 C -4.12 -2.84 -1.58
48 H 0.05 -2.56 -2.81
49 H -0.64 -4.22 -3.01
50 H 0.25 -3.76 -1.54
51 H -2.82 -3.71 -3.03
52 H -4.89 -3.01 -2.33
53 H -4.05 -1.75 -1.31
54 H -4.35 -3.39 -0.69
55 C -2.25 3.33 -5.28
56 C -2.14 3.06 -3.76
57 O -2.92 3.54 -2.92
58 N -1.12 2.23 -3.41
59 C -0.83 2.07 -1.99
60 H -2.26 2.42 -5.86
61 H -1.37 3.91 -5.51
62 H -3.15 3.94 -5.44
63 H -0.41 1.91 -4.01
64 H 0.06 1.47 -1.74
65 H -1.69 1.68 -1.47
66 H -0.58 3.02 -1.50

=====

Computed, not measured: a molecular structure, C40H31F5IrN6O3SSe, with wB97M-V/def2-TZVPD.

Output
Spin multiplicity ... 2
Total charge ... +2
Energy above the lowest of the compared OMol25 structures with the same formula, charge and spin ... 0.00 kcal/mol
Electronic energy ... -149661.009 eV
<S²> ... 0.7619
Kohn-Sham gap (alpha / beta) ... 6.95 / 5.11 eV
HOMO level (alpha / beta) ... -12.9 / -12.9 eV

Cartesian coordinates (Å):
1 Ir 0.82 0.36 -1.12
2 N -2.23 2.74 -2.96
3 C -2.50 3.93 -2.22
4 C -3.75 4.51 -2.25
5 C -3.98 5.67 -1.51
6 C -2.98 6.21 -0.72
7 C -1.73 5.60 -0.67
8 C -1.49 4.47 -1.44
9 S 0.09 3.70 -1.49
10 N -0.39 2.06 -1.72
11 C -1.40 1.80 -2.48
12 C -1.62 0.37 -2.81
13 C -2.70 -0.09 -3.55
14 C -2.83 -1.45 -3.79
15 C -1.89 -2.32 -3.27
16 C -0.83 -1.80 -2.54
17 N -0.70 -0.49 -2.32
18 H -2.96 2.45 -3.59
19 H -4.54 4.08 -2.85
20 H -4.95 6.14 -1.55
21 H -3.16 7.10 -0.15
22 H -0.94 6.01 -0.06
23 H -3.45 0.59 -3.93
24 H -3.67 -1.82 -4.36
25 H -1.95 -3.38 -3.42
26 H -0.07 -2.43 -2.11
27 C -2.28 -3.92 1.70
28 O -0.93 -3.51 1.87
29 C -0.59 -3.29 3.18
30 C -0.43 -4.33 4.08
31 C -0.06 -4.07 5.39
32 C 0.17 -2.76 5.81
33 C 0.04 -1.72 4.91
34 C -0.35 -1.98 3.60
35 N -0.51 -0.91 2.66
36 C 0.16 -0.87 1.49
37 N 1.31 -1.57 1.43
38 C 1.91 -2.06 0.25
39 C 1.85 -1.37 -0.95
40 C 2.50 -1.93 -2.06
41 C 3.20 -3.12 -1.94
42 C 3.27 -3.79 -0.72
43 C 2.62 -3.26 0.38
44 O 2.61 -3.79 1.62
45 C 3.31 -5.02 1.83
46 N -0.29 -0.15 0.48
47 C -1.48 0.62 0.66
48 C -2.70 0.16 0.19
49 C -3.83 0.96 0.29
50 C -3.73 2.21 0.87
51 C -2.52 2.68 1.37
52 C -1.38 1.88 1.27
53 O -0.15 2.22 1.71
54 C -0.01 3.48 2.36
55 H -2.43 -4.07 0.63
56 H -2.97 -3.15 2.07
57 H -2.48 -4.86 2.22
58 H -0.60 -5.35 3.74
59 H 0.05 -4.89 6.09
60 H 0.46 -2.56 6.83
61 H 0.23 -0.70 5.21
62 H -1.30 -0.29 2.76
63 H 1.53 -2.11 2.26
64 H 2.45 -1.45 -3.03
65 H 3.70 -3.54 -2.80
66 H 3.82 -4.72 -0.65
67 H 3.17 -5.27 2.88
68 H 4.37 -4.90 1.62
69 H 2.89 -5.81 1.21
70 H -2.75 -0.83 -0.25
71 H -4.79 0.60 -0.07
72 H -4.60 2.84 0.95
73 H -2.47 3.66 1.82
74 H 1.03 3.56 2.66
75 H -0.65 3.54 3.25
76 H -0.25 4.30 1.68
77 F 6.51 2.00 -4.16
78 C 5.61 1.89 -3.20
79 C 4.32 1.47 -3.51
80 F 3.99 1.18 -4.76
81 C 3.42 1.35 -2.49
82 F 2.14 0.96 -2.83
83 C 3.72 1.64 -1.17
84 Se 2.44 1.46 0.20
85 C 5.01 2.07 -0.89
86 F 5.35 2.36 0.36
87 C 5.96 2.20 -1.89
88 F 7.18 2.60 -1.61

=====

Computed, not measured: a molecular structure, C19H54F3KO27P6S, with wB97M-V/def2-TZVPD.

Output
Total charge ... 0
Energy above the lowest of the compared OMol25 structures with the same formula, charge and spin ... 73.44 kcal/mol
Electronic energy ... -166919.065 eV
Kohn-Sham gap ... 8.22 eV
HOMO level ... -8.2 eV

Cartesian coordinates (Å):
1 K -0.98 -0.85 -1.09
2 C 3.60 1.12 -2.85
3 F 4.20 0.01 -2.39
4 F 4.49 1.96 -3.23
5 F 2.81 0.88 -3.88
6 S 2.47 1.79 -1.48
7 O 1.76 2.91 -2.07
8 O 1.51 0.74 -1.23
9 O 3.37 2.11 -0.36
10 C 1.06 -1.69 -5.25
11 O -0.16 -1.05 -5.59
12 P -1.41 -0.97 -4.52
13 O -1.69 -2.13 -3.63
14 O -2.62 -0.25 -5.42
15 C -3.93 -0.50 -5.07
16 O -0.89 0.27 -3.59
17 C -1.03 1.59 -4.12
18 H 1.80 -0.96 -5.58
19 H 1.23 -2.59 -5.82
20 H 1.25 -2.09 -4.25
21 H -4.18 -0.69 -4.02
22 H -4.36 -1.24 -5.74
23 H -4.52 0.37 -5.36
24 H -0.02 1.94 -4.35
25 H -1.50 2.35 -3.50
26 H -1.67 1.80 -4.98
27 C -0.22 -5.29 2.32
28 O -1.15 -5.79 1.40
29 P -2.22 -4.72 0.80
30 O -1.66 -3.59 0.00
31 O -2.95 -4.15 2.15
32 C -2.83 -2.80 2.63
33 O -3.43 -5.70 0.19
34 C -3.12 -7.01 -0.42
35 H 0.72 -5.82 2.42
36 H -0.65 -5.53 3.30
37 H -0.01 -4.22 2.21
38 H -2.28 -2.87 3.57
39 H -3.84 -2.38 2.71
40 H -2.27 -2.07 2.05
41 H -3.38 -7.89 0.16
42 H -2.06 -7.04 -0.65
43 H -3.55 -7.15 -1.42
44 C 0.17 -1.50 5.30
45 O -0.07 -1.58 3.90
46 P 0.54 -0.43 2.91
47 O 0.17 -0.58 1.45
48 O 0.32 0.99 3.66
49 C -0.47 2.04 2.93
50 O 2.13 -0.66 3.08
51 C 3.13 0.08 2.34
52 H -0.11 -2.47 5.70
53 H -0.46 -0.72 5.73
54 H 1.17 -1.09 5.40
55 H -0.17 1.89 1.89
56 H -0.22 3.07 3.15
57 H -1.51 1.76 2.78
58 H 2.95 1.11 2.02
59 H 3.40 -0.47 1.44
60 H 4.04 0.21 2.93
61 C -5.33 3.02 -2.30
62 O -4.81 3.25 -0.95
63 P -3.83 2.15 -0.23
64 O -3.02 1.20 -1.03
65 O -2.94 3.28 0.57
66 C -3.36 4.44 1.25
67 O -4.80 1.38 0.83
68 C -4.71 0.00 1.22
69 H -6.42 2.94 -2.28
70 H -4.85 2.10 -2.66
71 H -5.07 3.87 -2.93
72 H -2.61 4.68 2.00
73 H -4.28 4.24 1.81
74 H -3.62 5.21 0.53
75 H -4.76 -0.14 2.30
76 H -3.81 -0.53 0.94
77 H -5.53 -0.64 0.90
78 C -0.51 4.54 -1.12
79 O 0.58 5.48 -1.28
80 P 1.26 6.14 -0.01
81 O 1.80 5.14 0.94
82 O 2.32 7.10 -0.72
83 C 3.67 6.71 -0.85
84 O 0.14 7.19 0.52
85 C 0.35 7.87 1.77
86 H -0.67 4.28 -2.16
87 H -1.42 4.85 -0.62
88 H -0.23 3.59 -0.65
89 H 4.16 7.33 -0.10
90 H 4.13 6.94 -1.81
91 H 3.71 5.63 -0.67
92 H 1.06 7.49 2.51
93 H -0.60 7.75 2.30
94 H 0.29 8.94 1.59
95 C 2.14 -3.09 -0.11
96 O 2.84 -3.83 0.88
97 P 4.46 -4.03 0.85
98 O 5.17 -2.88 0.27
99 O 4.80 -4.27 2.47
100 C 4.88 -3.13 3.31
101 O 4.73 -5.41 0.10
102 C 5.68 -6.28 0.55
103 H 1.33 -3.68 -0.53
104 H 2.69 -2.92 -1.04
105 H 1.83 -2.13 0.30
106 H 4.99 -2.16 2.83
107 H 5.66 -3.19 4.07
108 H 3.93 -3.17 3.83
109 H 6.58 -6.23 -0.06
110 H 5.20 -7.26 0.46
111 H 6.10 -6.22 1.55

=====

Computed, not measured: 9 unconnected molecules or ions with the total composition C23H67O10P, with wB97M-V/def2-TZVPD.

Output
Total charge ... 0
Structure (SMILES) ... CCCCO[PH3]C[C@@H](C)O.CCO.CCO.CCO.CCO.CCO.CCO.CCO.CCO
Electronic energy ... -54697.146 eV
Kohn-Sham gap ... 9.51 eV
HOMO level ... -9.0 eV

Cartesian coordinates (Å):
1 C -3.28 -0.90 -4.33
2 C -2.48 0.29 -4.93
3 C -0.97 -0.01 -5.17
4 C -0.24 -0.76 -4.03
5 O 0.71 0.04 -3.34
6 P 0.02 0.93 -2.03
7 C -0.90 1.91 -0.63
8 C -2.15 2.56 -1.24
9 C -3.27 2.90 -0.20
10 O -1.76 3.79 -1.88
11 H -2.96 -1.89 -4.68
12 H -4.37 -0.73 -4.44
13 H -3.10 -0.89 -3.24
14 H -2.92 0.51 -5.92
15 H -2.66 1.20 -4.34
16 H -0.47 0.98 -5.27
17 H -0.84 -0.48 -6.16
18 H -0.91 -1.22 -3.28
19 H 0.33 -1.59 -4.49
20 H -0.44 -0.26 -1.41
21 H 1.29 1.41 -1.62
22 H -0.70 1.72 -2.98
23 H -0.23 2.61 -0.10
24 H -1.24 1.16 0.12
25 H -2.62 1.90 -1.99
26 H -3.28 2.22 0.66
27 H -3.21 3.96 0.09
28 H -4.24 2.79 -0.73
29 H -2.21 3.83 -2.72
30 C 1.54 6.00 -1.82
31 C 0.94 5.81 -0.44
32 O 1.43 4.61 0.16
33 H 1.30 5.15 -2.46
34 H 1.17 6.91 -2.29
35 H 2.63 6.06 -1.76
36 H -0.14 5.73 -0.51
37 H 1.19 6.65 0.21
38 H 2.38 4.68 0.23
39 C -2.64 -6.23 -5.12
40 C -3.35 -4.91 -5.33
41 O -2.45 -3.95 -5.90
42 H -1.78 -6.10 -4.45
43 H -3.32 -6.97 -4.68
44 H -2.26 -6.63 -6.06
45 H -3.71 -4.51 -4.38
46 H -4.21 -5.03 -6.00
47 H -2.15 -4.30 -6.74
48 C 2.67 4.54 3.73
49 C 3.74 5.59 3.88
50 O 3.96 6.27 2.64
51 H 2.95 3.81 2.97
52 H 2.50 4.01 4.67
53 H 1.72 4.99 3.41
54 H 4.68 5.14 4.18
55 H 3.46 6.33 4.64
56 H 3.13 6.68 2.38
57 C 3.73 -0.26 5.69
58 C 3.03 1.07 5.51
59 O 3.91 2.02 4.90
60 H 4.62 -0.15 6.31
61 H 3.07 -0.99 6.17
62 H 4.06 -0.67 4.73
63 H 2.73 1.48 6.47
64 H 2.14 0.96 4.88
65 H 4.17 1.67 4.05
66 C -7.40 -8.33 -4.09
67 C -6.36 -7.24 -3.92
68 O -6.10 -6.58 -5.15
69 H -7.08 -9.06 -4.83
70 H -7.59 -8.85 -3.15
71 H -8.34 -7.90 -4.45
72 H -5.41 -7.67 -3.58
73 H -6.68 -6.51 -3.18
74 H -6.93 -6.19 -5.45
75 C 3.24 -1.66 -1.11
76 C 4.22 -0.56 -1.44
77 O 4.50 -0.53 -2.83
78 H 3.63 -2.63 -1.42
79 H 3.02 -1.70 -0.04
80 H 2.30 -1.50 -1.66
81 H 5.17 -0.72 -0.92
82 H 3.83 0.42 -1.13
83 H 3.67 -0.37 -3.29
84 C 5.50 -3.99 8.24
85 C 4.59 -2.99 7.55
86 O 3.40 -3.62 7.09
87 H 5.77 -4.79 7.55
88 H 6.42 -3.51 8.59
89 H 5.00 -4.45 9.09
90 H 5.09 -2.55 6.69
91 H 4.31 -2.18 8.24
92 H 2.96 -4.00 7.85
93 C -2.19 2.65 3.75
94 C -1.12 3.28 4.63
95 O 0.11 2.58 4.51
96 H -2.34 1.60 4.03
97 H -3.14 3.17 3.85
98 H -1.89 2.66 2.70
99 H -1.42 3.24 5.68
100 H -0.97 4.32 4.35
101 H 0.38 2.62 3.58

=====

Computed, not measured: a single C4H6O2 molecule, with wB97M-V/def2-TZVPD.

Output
Total charge ... 0
Structure (SMILES) ... C[C@]1(C=O)CO1
Energy above the lowest of the compared OMol25 structures with the same formula, charge and spin ... 55.77 kcal/mol
Electronic energy ... -8338.043 eV
Kohn-Sham gap ... 10.75 eV
HOMO level ... -9.9 eV

Cartesian coordinates (Å):
1 C 1.41 0.35 0.34
2 C -0.10 0.24 0.13
3 O -0.78 1.30 -0.42
4 C -0.83 -0.67 1.05
5 C -0.82 0.05 -1.25
6 O -0.29 -1.64 1.54
7 H 1.88 -0.43 -0.25
8 H 1.81 1.33 0.02
9 H 1.71 0.19 1.38
10 H -1.91 -0.46 1.14
11 H -0.21 -0.02 -2.16
12 H -1.86 -0.23 -1.51

=====

Computed, not measured: a gas-phase ion, C4H8N3S (charge +1), with wB97M-V/def2-TZVPD.

Output
Total charge ... +1
Structure (SMILES) ... C=N/C=N\C=C(\[NH3+])S
Energy above the lowest of the compared OMol25 structures with the same formula, charge and spin ... 94.39 kcal/mol
Electronic energy ... -19573.161 eV
Kohn-Sham gap ... 9.11 eV
HOMO level ... -12.9 eV

Cartesian coordinates (Å):
1 C -0.72 0.82 -0.19
2 C -1.16 -0.16 1.89
3 C 1.23 -0.32 1.97
4 C 0.04 0.03 -0.96
5 N -1.53 0.40 0.82
6 N 0.05 -0.73 2.10
7 N 0.49 0.60 -2.27
8 S 0.44 -1.72 -0.92
9 H -1.01 1.90 -0.37
10 H -2.03 -0.37 2.49
11 H 1.90 -1.05 1.76
12 H 1.43 0.63 2.34
13 H 1.06 -0.19 -2.68
14 H 0.90 1.55 -2.06
15 H -0.22 0.84 -3.03
16 H -0.88 -2.23 -0.89

=====

Computed, not measured: 2 unconnected molecules or ions with the total composition CHIS2, with wB97M-V/def2-TZVPD.

Output
Total charge ... 0
Energy above the lowest of the compared OMol25 structures with the same formula, charge and spin ... 0.89 kcal/mol
Electronic energy ... -30823.975 eV
Kohn-Sham gap ... 9.66 eV
HOMO level ... -9.7 eV

Cartesian coordinates (Å):
1 C -0.77 -0.95 1.63
2 S -1.18 -2.18 0.77
3 S -0.34 0.29 2.42
4 I 1.40 1.56 -1.63
5 H 0.89 1.29 -3.19

=====

Computed, not measured: a molecular structure, C24H50O18Zn, with wB97M-V/def2-TZVPD.

Output
Total charge ... 0
Electronic energy ... -110968.672 eV
Kohn-Sham gap ... 8.58 eV
HOMO level ... -8.3 eV

Cartesian coordinates (Å):
1 Zn -4.75 18.13 -3.54
2 O -3.22 18.19 -4.66
3 H -2.49 18.49 -5.24
4 O -6.10 17.88 -2.17
5 H -6.64 17.88 -1.35
6 C -8.02 15.77 -4.35
7 O -7.22 15.24 -5.41
8 C -6.01 15.80 -5.54
9 O -5.57 16.70 -4.85
10 O -5.35 15.27 -6.56
11 C -4.18 15.89 -7.03
12 H -7.95 16.85 -4.34
13 H -7.59 15.48 -3.39
14 H -9.10 15.58 -4.38
15 H -4.29 16.85 -7.54
16 H -3.75 15.21 -7.76
17 H -3.51 15.99 -6.17
18 C -1.86 14.53 -3.71
19 O -2.36 14.49 -2.39
20 C -3.32 15.31 -2.02
21 O -3.83 16.18 -2.71
22 O -3.65 15.03 -0.74
23 C -4.67 15.77 -0.09
24 H -1.43 13.55 -3.96
25 H -1.06 15.24 -3.94
26 H -2.54 14.73 -4.53
27 H -4.45 16.81 0.12
28 H -4.86 15.48 0.94
29 H -5.55 15.79 -0.74
30 C -3.98 21.32 -5.91
31 O -5.24 20.88 -6.45
32 C -6.08 20.19 -5.65
33 O -5.90 19.83 -4.49
34 O -7.19 19.97 -6.31
35 C -8.31 19.43 -5.63
36 H -4.25 21.74 -4.94
37 H -3.39 22.07 -6.43
38 H -3.36 20.44 -5.73
39 H -8.87 20.24 -5.17
40 H -8.18 18.69 -4.84
41 H -8.90 18.87 -6.36
42 C -5.11 19.72 0.19
43 O -3.74 19.64 0.23
44 C -3.02 19.34 -0.95
45 O -3.49 19.06 -2.07
46 O -1.73 19.34 -0.67
47 C -0.73 18.69 -1.50
48 H -5.55 18.72 0.14
49 H -5.39 20.28 -0.70
50 H -5.49 20.35 0.99
51 H -0.45 19.40 -2.28
52 H -1.12 17.74 -1.86
53 H 0.11 18.29 -0.94
54 C -10.03 15.52 0.93
55 C -9.00 15.56 -0.19
56 O -8.26 14.65 -0.47
57 C -8.89 16.84 -0.92
58 H -10.28 16.47 1.40
59 H -9.73 14.81 1.69
60 H -10.88 15.12 0.38
61 H -8.00 16.74 -1.55
62 H -8.57 17.60 -0.20
63 H -9.77 17.08 -1.51
64 C -1.65 22.14 -2.77
65 C -1.97 23.22 -3.74
66 O -1.59 23.05 -4.92
67 C -3.06 24.25 -3.35
68 H -2.38 21.97 -1.97
69 H -0.63 22.34 -2.46
70 H -1.56 21.28 -3.43
71 H -2.59 25.12 -2.88
72 H -3.84 23.77 -2.77
73 H -3.61 24.67 -4.19
74 C -4.60 11.61 -1.76
75 C -5.88 11.99 -2.62
76 O -6.32 11.18 -3.41
77 C -6.36 13.42 -2.42
78 H -4.67 10.54 -1.55
79 H -4.56 12.11 -0.80
80 H -3.69 11.86 -2.32
81 H -6.09 13.84 -1.45
82 H -7.45 13.43 -2.46
83 H -5.91 14.06 -3.18
84 C -7.90 20.70 -1.64
85 C -9.34 21.24 -1.82
86 O -9.70 22.17 -2.55
87 C -10.28 20.88 -0.74
88 H -7.56 20.63 -0.60
89 H -7.11 21.06 -2.29
90 H -7.94 19.65 -1.95
91 H -9.81 21.09 0.22
92 H -10.55 19.82 -0.77
93 H -11.25 21.36 -0.86